Record 1
The following is a DFT calculation (ωB97M-V/def2-TZVPD) of 3 unconnected molecules or ions with the total composition C29H37F16N4O6S.

Last column: Mulliken charge in e.
Positions of all 93 atoms, in Å:
N (-4.101, 1.867, 2.911)  -0.57
C (-2.743, 2.336, 3.282)  -0.63
C (-2.301, 3.513, 2.423)  -1.10
C (-2.088, 3.263, 0.939)  -0.11
N (-3.277, 2.599, 0.296)  -0.17
C (-3.005, 2.525, -1.052)  -0.31
N (-3.614, 3.326, -1.901)  -0.20
S (-3.332, 3.391, -3.611)  -0.10
N (-2.048, 1.660, -1.438)  0.73
C (-2.489, 0.587, -2.324)  -0.46
C (-1.303, 0.175, -3.169)  0.42
O (-1.005, 0.796, -4.140)  -0.59
O (-0.640, -0.907, -2.754)  -0.39
C (-1.102, 1.275, -0.371)  -1.05
C (-1.592, 0.092, 0.487)  -0.94
C (-0.543, -1.003, 0.763)  -1.06
C (-1.193, -2.377, 0.821)  -0.37
O (-0.252, -3.330, 1.279)  -0.59
C (-0.797, 2.535, 0.477)  -0.63
C (0.236, 2.235, 1.563)  -0.32
C (1.554, 1.850, 0.917)  -0.80
O (1.974, 0.725, 0.989)  -0.62
C (2.340, 2.901, 0.211)  0.80
C (1.993, 4.258, 0.215)  -0.09
C (2.802, 5.185, -0.435)  -0.98
C (3.966, 4.787, -1.090)  -0.50
C (4.309, 3.437, -1.117)  -0.62
C (3.499, 2.510, -0.466)  -0.51
H (-4.052, 0.874, 2.712)  0.17
H (-4.684, 1.914, 3.737)  0.29
H (-2.018, 1.528, 3.321)  0.22
H (-2.798, 2.708, 4.302)  0.59
H (-1.430, 3.977, 2.874)  0.39
H (-3.104, 4.245, 2.504)  0.66
H (-2.041, 4.257, 0.485)  0.08
H (-4.103, 3.169, 0.459)  0.54
H (-4.302, 3.965, -1.532)  0.30
H (-2.124, 2.793, -3.619)  0.25
H (-2.903, -0.278, -1.811)  0.39
H (-3.234, 0.923, -3.033)  0.60
H (0.288, -0.779, -3.001)  0.32
H (-0.170, 0.997, -0.855)  1.33
H (-1.892, 0.489, 1.450)  -0.49
H (-2.479, -0.399, 0.093)  1.05
H (0.306, -0.977, 0.089)  0.36
H (-0.134, -0.820, 1.755)  0.66
H (-1.547, -2.623, -0.176)  0.39
H (-2.022, -2.338, 1.532)  0.14
H (0.338, -2.907, 1.908)  0.37
H (-0.281, 3.214, -0.198)  0.80
H (-0.043, 1.414, 2.209)  0.21
H (0.449, 3.131, 2.135)  0.86
H (1.108, 4.609, 0.722)  0.43
H (2.540, 6.231, -0.416)  0.40
H (4.616, 5.493, -1.581)  0.44
H (5.203, 3.108, -1.619)  0.50
H (3.763, 1.466, -0.478)  0.47
C (6.356, -1.081, -5.313)  -0.71
C (6.805, 0.116, -6.169)  0.87
C (7.498, 1.278, -5.453)  0.07
F (6.672, 1.862, -4.556)  -0.18
F (7.839, 2.211, -6.368)  -0.27
F (5.757, 0.576, -6.886)  -0.27
F (7.720, -0.370, -7.050)  -0.32
O (4.987, -1.130, -4.939)  -0.37
C (4.531, -0.517, -3.809)  0.83
C (3.488, 0.550, -4.142)  0.12
F (4.007, 1.505, -4.929)  -0.23
F (3.079, 1.137, -2.985)  -0.11
F (5.524, -0.015, -3.054)  -0.28
F (3.898, -1.453, -3.060)  -0.31
H (6.480, -1.948, -5.959)  0.39
H (7.017, -1.243, -4.462)  0.34
H (8.404, 0.938, -4.945)  0.29
H (2.631, 0.103, -4.652)  0.17
C (-3.277, -5.859, 3.093)  -0.91
C (-3.998, -4.543, 3.440)  0.96
C (-3.211, -3.513, 4.252)  0.34
F (-2.890, -3.984, 5.468)  -0.24
F (-3.971, -2.398, 4.436)  -0.28
F (-5.173, -4.808, 4.042)  -0.27
F (-4.287, -3.946, 2.243)  -0.30
O (-3.561, -6.988, 3.896)  -0.42
C (-2.851, -7.257, 5.040)  0.83
C (-3.759, -7.257, 6.272)  0.18
F (-4.340, -6.050, 6.427)  -0.22
F (-3.013, -7.513, 7.367)  -0.25
F (-1.804, -6.425, 5.192)  -0.28
F (-2.351, -8.504, 4.917)  -0.30
H (-3.665, -6.133, 2.114)  0.44
H (-2.205, -5.710, 2.961)  0.42
H (-2.299, -3.210, 3.730)  0.07
H (-4.536, -8.018, 6.171)  0.25

Atomic forces in eV per Å
0.42 -0.26 0.25
-0.57 0.23 0.35
-0.57 -0.50 0.06
0.43 0.10 0.20
0.41 0.81 -0.58
-0.48 -0.10 0.68
0.31 -0.74 -0.44
-0.44 0.32 -0.26
0.00 -0.05 -0.01
0.25 -0.73 -0.68
-0.39 -0.28 -0.07
0.57 0.81 -0.68
0.12 0.22 0.89
-0.30 -0.18 0.84
0.45 -0.20 0.26
-0.46 0.23 0.48
0.77 0.67 0.42
-0.23 -0.52 -0.40
-0.04 -0.23 -0.27
0.27 -0.03 -0.43
0.22 0.55 -0.03
0.07 -0.77 0.09
0.24 0.45 -0.29
0.44 -0.06 -0.28
0.10 -0.06 0.03
-0.18 -0.60 0.13
-0.51 0.12 0.43
0.11 0.18 -0.07
-0.14 0.00 -0.26
-0.13 0.10 -0.03
0.13 -0.15 -0.22
0.18 0.08 0.15
0.26 0.08 -0.19
-0.07 0.18 0.01
0.09 0.16 0.02
-0.06 -0.12 0.36
-0.07 0.11 -0.14
0.05 0.11 0.25
0.03 0.11 0.38
-0.18 0.24 0.06
0.04 -0.46 -0.41
0.04 -0.09 -0.28
-0.31 0.06 0.12
-0.13 0.21 -0.26
-0.02 -0.10 -0.29
0.29 0.08 0.07
-0.08 -0.50 -0.01
-0.38 0.02 -0.21
0.06 0.05 0.03
-0.13 0.14 -0.25
-0.13 0.00 0.25
-0.24 0.09 0.31
-0.06 0.07 0.11
-0.07 0.11 0.02
-0.06 0.24 -0.02
0.12 -0.06 -0.11
0.01 -0.12 0.05
0.23 -0.57 0.03
-0.49 -0.03 -0.08
0.25 0.18 -0.08
-0.02 -0.07 0.00
-0.04 -0.06 0.02
0.05 0.05 0.06
0.16 -0.03 0.08
-0.03 0.53 -0.06
0.31 -0.34 -0.12
-0.17 0.25 -0.12
0.05 -0.01 0.06
-0.13 -0.14 -0.07
-0.07 0.06 0.02
-0.10 -0.02 0.10
-0.04 0.04 -0.07
-0.02 0.24 0.07
-0.04 -0.03 0.02
0.01 -0.06 0.05
0.26 -0.27 -0.52
-0.28 -0.53 0.20
0.13 0.44 0.07
-0.02 -0.10 -0.04
-0.06 -0.07 -0.15
0.03 0.10 0.06
0.20 0.20 -0.03
-0.23 0.39 0.41
0.16 -0.07 -0.45
-0.14 -0.05 0.21
0.05 0.01 -0.03
0.02 -0.01 -0.03
-0.06 0.04 0.07
0.03 -0.06 0.05
-0.08 0.02 0.01
0.01 0.16 0.19
0.01 -0.15 -0.05
0.03 -0.02 -0.04

Calculated values
DFT total energy: -3793.5209 hartree
net charge: +1
2S+1: 1
LUMO level: -3.1 eV
HOMO level: -0.4365 Ha
orbital gap: 8.83 eV
M: 873.672 g/mol

---

Record 2
The following is a DFT calculation (ωB97M-V/def2-TZVPD) of C5H12O2 in the gas phase.

Last column: Mulliken charge in e.
Positions of all 19 atoms, in Å:
C (-1.849, -0.746, -1.917)  -0.77
O (-1.052, -0.868, -0.751)  -0.37
C (-0.912, 0.021, 0.422)  -0.72
C (0.566, 0.422, 0.281)  0.89
C (1.039, 1.868, 0.424)  -1.43
C (1.521, -0.614, 0.894)  -0.64
O (0.995, -1.922, 0.829)  -0.56
H (-2.125, 0.279, -2.196)  0.32
H (-1.294, -1.168, -2.777)  0.25
H (-2.761, -1.343, -1.812)  0.26
H (-1.582, 0.893, 0.447)  0.37
H (-1.125, -0.619, 1.287)  0.22
H (0.555, 0.208, -0.788)  0.11
H (1.932, 1.984, -0.206)  0.34
H (1.317, 2.179, 1.438)  0.34
H (0.285, 2.566, 0.040)  0.39
H (2.474, -0.543, 0.345)  0.26
H (1.751, -0.422, 1.952)  0.33
H (0.437, -1.967, 0.035)  0.40

Atomic forces in eV per Å
-0.28 0.10 0.04
-0.37 -0.46 0.50
-0.16 -0.15 -0.51
0.02 -0.14 -0.41
-0.03 0.00 0.06
0.14 0.33 0.03
-0.04 -0.14 -0.22
0.11 0.01 0.32
-0.02 0.17 0.55
-0.03 0.18 0.02
0.01 -0.29 -0.42
0.04 0.24 -0.17
0.99 0.38 -0.17
-0.14 0.07 0.21
-0.18 -0.17 -0.07
0.11 -0.10 0.10
-0.09 -0.04 0.15
-0.20 0.10 -0.18
0.09 -0.11 0.15

Calculated values
DFT total energy: -348.1243 hartree
net charge: 0
2S+1: 1
LUMO level: 0.9 eV
SMILES string: COC[C@@H](C)CO
HOMO level: -0.3610 Ha
orbital gap: 10.73 eV
M: 104.149 g/mol

---

Record 3
The following is a DFT calculation (ωB97M-V/def2-TZVPD) of 3 unconnected molecules or ions with the total composition C4H12O2.

Last column: Mulliken charge in e.
Positions of all 18 atoms, in Å:
C (1.316, -0.139, 0.797)  -1.25
C (-0.025, 0.007, 0.014)  0.99
C (-0.821, -1.053, -0.287)  -1.16
C (-0.384, 1.310, -0.749)  -1.27
H (1.476, -1.181, 1.147)  0.35
H (1.499, 0.714, 1.609)  0.27
H (2.288, 0.055, 0.194)  0.33
H (-1.756, -0.866, -0.794)  0.28
H (-0.489, -2.025, -0.011)  0.38
H (0.471, 1.656, -1.298)  0.35
H (-0.505, 2.040, -0.029)  0.36
H (-1.289, 1.287, -1.331)  0.38
H (0.566, -1.900, -2.536)  0.32
H (1.711, -2.054, -1.325)  0.31
O (1.335, -2.230, -2.179)  -0.64
H (-2.065, 1.955, 2.860)  0.31
H (-1.381, 0.821, 2.022)  0.32
O (-1.947, 1.602, 1.898)  -0.63

Atomic forces in eV per Å
1.30 1.74 -0.23
-0.22 -0.64 -1.88
1.38 1.78 1.07
1.20 -1.42 1.14
-0.45 0.81 0.38
-0.90 -2.12 -1.24
-1.80 -0.20 0.17
0.04 -0.34 -0.22
-0.35 -0.85 0.37
0.40 -0.12 -0.76
-0.51 1.86 1.54
-0.14 -0.44 -0.30
-2.51 1.75 0.18
-1.05 0.86 0.24
3.70 -2.67 -0.53
0.27 -0.94 -2.66
-0.26 0.20 -0.18
-0.12 0.73 2.93

Calculated values
DFT total energy: -310.0087 hartree
net charge: 0
2S+1: 1
LUMO level: 0.6 eV
SMILES string: C=C(C)C.O.O
HOMO level: -0.3434 Ha
orbital gap: 9.98 eV
M: 92.138 g/mol

---

Record 4
The following is a DFT calculation (ωB97M-V/def2-TZVPD) of C17H21N5O4 in the gas phase.

Last column: Mulliken charge in e.
Positions of all 47 atoms, in Å:
C (2.061, 3.105, 3.842)  -1.06
N (2.689, 2.192, 2.914)  0.00
C (1.932, 1.458, 2.054)  0.49
C (2.487, 0.568, 1.148)  0.31
C (3.888, 0.362, 1.036)  0.23
O (4.492, -0.377, 0.279)  -0.71
N (4.561, 1.162, 1.963)  -0.05
C (4.061, 2.058, 2.889)  0.48
O (4.794, 2.677, 3.628)  -0.67
H (5.572, 1.085, 1.960)  0.24
N (1.409, 0.021, 0.462)  0.08
C (0.302, 0.600, 0.999)  0.57
N (0.584, 1.474, 1.957)  -0.72
N (-0.941, 0.350, 0.527)  0.09
H (-1.072, -0.573, 0.125)  -0.11
C (-2.100, 0.879, 1.221)  -0.77
C (-3.298, 0.940, 0.275)  -0.35
H (-4.177, 1.249, 0.842)  0.41
H (-3.486, -0.052, -0.140)  0.10
C (-3.087, 1.921, -0.883)  -0.52
O (-2.117, 1.487, -1.802)  -0.58
H (-1.303, 1.330, -1.305)  0.31
H (-4.012, 2.021, -1.457)  0.38
H (-2.820, 2.909, -0.479)  0.28
H (-1.833, 1.875, 1.580)  0.46
H (-2.348, 0.260, 2.094)  0.29
C (1.520, -0.904, -0.639)  -0.79
C (0.945, -2.291, -0.313)  -0.82
H (1.422, -3.051, -0.939)  0.43
O (-0.461, -2.351, -0.443)  -0.61
C (-1.028, -2.460, -1.693)  0.95
C (-2.421, -2.508, -1.703)  -0.22
C (-3.105, -2.605, -2.896)  -0.62
C (-2.411, -2.658, -4.095)  -0.53
C (-1.030, -2.616, -4.084)  -0.77
C (-0.330, -2.515, -2.892)  -0.53
H (0.748, -2.480, -2.918)  0.33
H (-0.480, -2.658, -5.011)  0.39
H (-2.945, -2.731, -5.029)  0.40
H (-4.184, -2.640, -2.891)  0.38
H (-2.944, -2.480, -0.760)  0.53
H (1.144, -2.533, 0.735)  0.42
H (2.588, -0.999, -0.851)  0.42
H (1.009, -0.490, -1.515)  0.45
H (1.540, 3.890, 3.293)  0.31
H (1.341, 2.565, 4.454)  0.31
H (2.844, 3.536, 4.463)  0.41

Atomic forces in eV per Å
-0.08 0.22 0.23
-0.01 0.02 0.04
0.20 -0.95 -1.04
-0.06 0.57 0.59
-0.32 0.09 0.10
0.18 -0.16 -0.14
0.42 -0.10 -0.08
-0.01 0.03 0.04
0.25 0.15 0.18
-0.19 0.03 0.02
-0.24 0.24 0.35
0.63 -0.05 -0.07
-0.14 0.25 0.37
-0.15 -0.25 -0.29
0.10 0.05 0.04
-0.40 0.13 0.14
0.34 0.30 -0.15
-0.06 -0.04 0.06
-0.11 -0.06 0.00
-0.31 -0.03 0.28
0.38 -0.08 -0.31
-0.13 -0.04 -0.08
0.03 0.07 0.11
-0.11 -0.03 -0.01
-0.11 -0.07 0.02
0.10 0.11 -0.01
-0.22 -0.51 -0.22
0.52 0.11 -0.09
-0.06 0.03 0.03
-0.39 -0.05 -0.10
-0.20 -0.01 -0.03
0.18 0.00 0.13
0.03 0.01 0.04
0.01 -0.02 -0.15
-0.11 -0.01 -0.07
0.23 0.02 0.27
0.09 0.02 0.02
0.04 0.00 -0.08
-0.04 0.00 -0.09
-0.10 0.00 0.01
-0.06 0.00 0.11
0.04 0.02 -0.16
-0.14 0.03 -0.04
0.09 -0.05 0.03
0.00 0.01 0.05
0.01 0.05 0.01
-0.11 -0.04 -0.06

Calculated values
DFT total energy: -1235.2219 hartree
net charge: 0
2S+1: 1
LUMO level: 0.6 eV
SMILES string: Cn1c(=O)[nH]c(=O)c2c1nc(NCCCO)n2CCOc1ccccc1
HOMO level: -0.2907 Ha
orbital gap: 8.51 eV
M: 359.386 g/mol